Record 1
Computed, not measured: a cluster of 2 separate species, C3H6Cl2N in total in a non-equilibrium geometry, with the ωB97M-V functional and the def2-TZVPD basis.

Structure (XYZ):
```
12
Properties=species:S:1:pos:R:3:lowdin_spin:R:1
C -2.3357 -1.0517 0.3625 0.04
C -1.3866 -0.1904 0.0579 0.65
C 1.4966 -0.4021 -0.5581 0.75
N 1.7666 0.7655 0.1339 0.13
Cl -3.9904 -0.4826 0.0687 0.09
Cl -1.1096 1.3751 -0.2820 0.19
H -2.4095 -2.0150 0.8409 0.01
H 1.0585 -1.2626 -0.0191 0.04
H 1.4539 -0.1941 -1.5740 0.04
H 2.0616 0.5802 1.1315 0.01
H 0.9042 1.5082 0.2008 0.04
H 2.4904 1.3696 -0.3630 0.01
```

As for the HOMO energy (alpha / beta): -12.86 / -13.14 eV. Its net charge is +1. The value obtained for the LUMO energy (alpha / beta) is -0.1437 / -0.2231 Eh. Its multiplicity is 3.

---

Record 2
Computed, not measured: the molecule C2H3NS in a non-equilibrium geometry, with the ωB97M-V functional and the def2-TZVPD basis.

Structure (XYZ):
```
7
Properties=species:S:1:pos:R:3:lowdin_charge:R:1
H 1.2327 -0.8800 -1.3572 0.04
N 0.3736 -0.4659 -1.3858 0.15
C -0.2003 -0.0682 -0.4425 -0.99
C 0.1072 0.2597 0.8147 -0.08
S -1.8386 0.4297 -0.0528 0.79
H 0.6756 1.1168 1.0140 0.09
H -0.3501 -0.3921 1.4097 0.00
```

As for the HOMO energy: -9.32 eV. Its SMILES is [H]/N=C1\CS1. Its net charge is 0. The value obtained for the LUMO energy is -0.0160 Eh. Its multiplicity is 1.

---

Record 3
Computed, not measured: the molecule C18H33NO4, with the ωB97M-V functional and the def2-TZVPD basis.

Structure (XYZ):
```
56
Properties=species:S:1:pos:R:3:lowdin_charge:R:1
C 1.3269 1.0758 -3.9022 -0.09
O 2.2097 2.1641 -3.7435 -0.18
C 3.2593 1.9212 -2.8434 -0.20
C 2.8010 1.8223 -1.3759 -0.17
O 2.3496 0.5324 -1.0147 -0.17
C 3.3495 -0.3723 -0.6079 -0.18
C 3.6889 -0.2401 0.8871 -0.18
O 2.6338 -0.5924 1.7455 -0.16
C 2.4215 -1.9843 1.9054 -0.21
C 1.4823 -2.2113 3.0860 -0.06
C 0.0086 -1.9317 2.7955 -0.49
O -0.8733 -2.6348 3.2484 0.05
N -0.2118 -0.8476 2.0332 0.13
C -1.5391 -0.3872 1.7117 -0.23
C -1.6934 1.1407 1.8562 -0.07
C -2.2344 1.5679 0.4869 -0.24
C -1.0701 1.4561 -0.5052 -0.13
C -0.9025 -0.0656 -0.6725 -0.12
C -1.9853 -0.6528 0.2490 -0.39
C -2.3022 -2.1097 -0.0210 0.00
C -3.1338 0.3791 0.0923 -0.45
C -4.3292 0.1694 1.0228 -0.02
C -3.7084 0.4837 -1.3215 -0.02
H 0.5777 1.3962 -4.6232 0.09
H 0.8445 0.8081 -2.9588 0.07
H 1.8569 0.1977 -4.2922 0.09
H 3.7973 1.0018 -3.1237 0.12
H 3.9326 2.7745 -2.9532 0.13
H 1.9474 2.4904 -1.2358 0.13
H 3.6159 2.1471 -0.7185 0.12
H 4.2699 -0.2412 -1.1906 0.13
H 2.9491 -1.3694 -0.8103 0.13
H 4.5795 -0.8482 1.1046 0.13
H 3.9086 0.8055 1.1211 0.13
H 1.9945 -2.4247 0.9933 0.13
H 3.3869 -2.4750 2.1024 0.13
H 1.7907 -1.5606 3.9075 0.13
H 1.5586 -3.2456 3.4223 0.12
H 0.5818 -0.3092 1.7159 0.12
H -2.1939 -0.9377 2.3934 0.14
H -2.3768 1.4041 2.6624 0.11
H -0.7338 1.6122 2.0711 0.12
H -2.7160 2.5452 0.4918 0.15
H -1.3036 1.9489 -1.4488 0.11
H -0.1681 1.9201 -0.1073 0.10
H 0.0952 -0.3983 -0.3962 0.10
H -1.0705 -0.3828 -1.7020 0.11
H -3.0866 -2.4609 0.6446 0.09
H -2.6230 -2.2515 -1.0509 0.08
H -1.4187 -2.7202 0.1536 0.08
H -5.0045 1.0193 0.9401 0.09
H -4.0511 0.0620 2.0642 0.08
H -4.8756 -0.7233 0.7264 0.09
H -2.9493 0.6019 -2.0854 0.07
H -4.2853 -0.4092 -1.5525 0.09
H -4.3780 1.3402 -1.3776 0.09
```

As for the HOMO energy: -9.09 eV. Its SMILES is COCCOCCOCCC(=O)N[C@H]1C[C@H]2CC[C@]1(C)C2(C)C. Its net charge is 0. The value obtained for the LUMO energy is 0.0263 Eh. Its multiplicity is 1.

---

Q: Which of these has the highest multiplicity?
A: C3H6Cl2N